A cluster of 3 separate species, C45H50FNO8 in total. Source: the Open Molecules 2025 dataset; level of theory: ωB97M-V with the def2-TZVPD basis set.

* structure (SMILES): COCCCCCCCCCCCCOC(=O)N(O)CCCF.O=C1c2ccccc2C(=O)c2ccccc21.O=C1c2ccccc2C(=O)c2ccccc21
* maximum force: 3.99 eV/A
* multiplicity: 1
* total charge: 0
* HOMO level: -9.5 eV
* molar mass: 751.9 g/mol

Atoms and positions in Å:
C -0.0095 2.2980 -0.2406
O -0.3813 3.2487 -1.2165
C -1.3429 2.7142 -2.1126
C -0.9338 2.9860 -3.5819
C 0.5812 2.9139 -3.7543
C 1.0887 1.4428 -3.6921
C 1.4207 0.9945 -5.1199
C 1.7854 -0.4930 -5.3005
C 2.5938 -1.1243 -4.1589
C 1.7360 -1.7077 -3.0459
C 2.6002 -2.2766 -1.8795
C 2.0441 -3.6087 -1.3306
C 1.0002 -3.4780 -0.2107
C 0.0151 -2.3470 -0.4067
O -1.1776 -2.5542 0.3982
C -2.1598 -1.7773 -0.1573
O -2.0524 -0.6249 -0.1610
N -3.2818 -2.4742 -0.7341
O -4.3212 -2.3554 0.2406
C -3.7580 -1.8169 -1.9508
C -2.6742 -1.5158 -2.9776
C -2.0847 -2.7538 -3.6258
F -3.0162 -3.3070 -4.4758
H 0.4154 1.4089 -0.7174
H 0.7772 2.7071 0.3939
H -0.8367 2.0274 0.4153
H -1.3982 1.6316 -1.9912
H -2.3056 3.1902 -1.9177
H -1.3329 3.9647 -3.8456
H -1.3692 2.2200 -4.2246
H 0.8063 3.2882 -4.7541
H 1.1153 3.5511 -3.0558
H 0.2494 0.8459 -3.3347
H 1.9304 1.3707 -3.0072
H 0.5098 1.1662 -5.7001
H 2.1651 1.6707 -5.5386
H 2.4014 -0.5488 -6.1985
H 0.8963 -1.0952 -5.4890
H 3.1092 -1.9889 -4.5872
H 3.3846 -0.4811 -3.7748
H 1.1426 -2.5435 -3.4137
H 1.0699 -0.9692 -2.6054
H 2.6125 -1.5385 -1.0745
H 3.6246 -2.4006 -2.2222
H 1.6303 -4.2007 -2.1475
H 2.8904 -4.1567 -0.9191
H 0.4578 -4.4195 -0.1441
H 1.4925 -3.3212 0.7479
H 0.4965 -1.4182 -0.0949
H -0.2990 -2.2014 -1.4396
H -5.1576 -2.3973 -0.2452
H -4.3246 -0.9027 -1.7441
H -4.4626 -2.4975 -2.4329
H -3.1547 -0.9541 -3.7783
H -1.8825 -0.8696 -2.6042
H -1.7019 -3.4785 -2.9088
H -1.2609 -2.4197 -4.2569
O 3.6050 4.3588 1.1887
C 3.7176 5.5651 1.0975
C 4.8011 6.2851 1.8223
C 5.7030 5.5614 2.5924
C 6.7373 6.2138 3.2413
C 6.8766 7.5932 3.1231
C 5.9710 8.3210 2.3702
C 4.9275 7.6723 1.7221
C 3.9509 8.4711 0.9304
O 4.0308 9.6820 0.8877
C 2.8812 7.7494 0.1898
C 1.9815 8.4718 -0.5835
C 1.0003 7.8092 -1.3027
C 0.9138 6.4213 -1.2530
C 1.8004 5.6983 -0.4737
C 2.7826 6.3571 0.2538
H 5.5969 4.4884 2.6797
H 7.4414 5.6478 3.8377
H 7.6929 8.0999 3.6217
H 6.0755 9.3941 2.2819
H 2.0519 9.5505 -0.6251
H 0.3021 8.3739 -1.9075
H 0.1527 5.9022 -1.8213
H 1.7280 4.6204 -0.4358
O -4.5486 -5.8749 2.3286
C -4.0799 -5.7555 3.4424
C -4.2158 -6.8495 4.4448
C -4.8673 -8.0234 4.0874
C -4.9682 -9.0625 4.9965
C -4.4172 -8.9347 6.2678
C -3.7813 -7.7609 6.6344
C -3.6830 -6.7125 5.7280
C -3.0114 -5.4495 6.1427
O -2.5949 -5.3126 7.2755
C -2.8578 -4.3659 5.1353
C -2.2008 -3.1959 5.4893
C -2.0225 -2.1924 4.5517
C -2.5009 -2.3483 3.2535
C -3.1648 -3.5108 2.9007
C -3.3514 -4.5198 3.8373
H -5.2908 -8.1237 3.0970
H -5.4727 -9.9780 4.7147
H -4.4868 -9.7529 6.9732
H -3.3571 -7.6585 7.6242
H -1.8252 -3.0723 6.4963
H -1.5056 -1.2827 4.8309
H -2.3502 -1.5651 2.5237
H -3.5308 -3.6288 1.8919



A structure of composition C45H50N4O6P2S2Se2W. Source: the Open Molecules 2025 dataset; level of theory: ωB97M-V with the def2-TZVPD basis set.

* maximum force: 2.92 eV/A
* multiplicity: 3
* total charge: 0
* HOMO level (alpha / beta): -7.0 / -7.0 eV
* molar mass: 1210.8 g/mol

Atoms and positions in Å:
W -0.7890 0.2311 1.1000
Se -2.8595 1.3467 2.7643
P -3.5382 -0.7015 3.0985
Se -1.9807 -1.9711 2.2740
C -3.8757 -0.9363 4.8726
C -3.2512 -1.9157 5.6259
C -3.5800 -2.0542 6.9638
C -4.5365 -1.2320 7.5326
C -5.1480 -0.2419 6.7787
C -4.8085 -0.0815 5.4503
C -5.1194 -1.1958 2.3095
C -6.2490 -1.5678 3.0238
C -7.3518 -2.0694 2.3545
C -7.3408 -2.1924 0.9756
C -6.2188 -1.8096 0.2579
C -5.1127 -1.3258 0.9273
H -2.5181 -2.5574 5.1565
H -3.0848 -2.8014 7.5650
H -4.7973 -1.3542 8.5716
H -5.8810 0.4118 7.2249
H -5.2440 0.7034 4.8456
H -6.2709 -1.4859 4.0980
H -8.2188 -2.3793 2.9198
H -8.1995 -2.5993 0.4638
H -6.1951 -1.9024 -0.8184
H -4.2179 -1.0649 0.3762
O 2.1097 -3.0668 1.2427
C 1.4575 -2.1848 0.7146
O 0.4345 -1.6246 1.2734
C 1.7759 -1.6454 -0.6679
P 0.7362 -0.0517 -0.9245
C 2.2706 0.9868 -1.0174
C 2.7051 1.8865 -1.9729
C 3.9165 2.5419 -1.8196
C 4.6902 2.3445 -0.6929
C 4.2262 1.5086 0.3132
C 3.0272 0.8436 0.1514
C -0.3568 -0.9970 -2.1017
C -0.0402 -1.5295 -3.3437
C -1.0040 -2.1941 -4.0839
C -2.2850 -2.3584 -3.5847
C -2.5952 -1.8889 -2.3161
C -1.6321 -1.2148 -1.5868
H 1.4777 -2.4263 -1.3770
H 2.8537 -1.5141 -0.7821
H 2.1075 2.1156 -2.8337
H 4.2435 3.2196 -2.5931
H 5.6371 2.8524 -0.5806
H 4.7964 1.3837 1.2245
H 2.6532 0.1998 0.9458
H 0.9565 -1.4474 -3.7486
H -0.7303 -2.5979 -5.0476
H -3.0357 -2.8570 -4.1800
H -3.5826 -2.0525 -1.9081
H -1.8377 -0.8390 -0.5529
C 3.4773 -0.6047 5.6529
N 2.6075 -0.0371 4.6474
C 1.6192 -0.5992 3.9392
S 0.6057 0.5766 3.1719
N 1.3663 -1.8886 3.8346
C 2.1552 -3.0295 4.2464
H 3.6862 0.1570 6.4018
H 4.4268 -0.9284 5.2198
H 3.0047 -1.4479 6.1474
H 2.6512 0.9665 4.5358
H 0.6641 -2.1072 3.1247
H 1.8159 -3.3912 5.2193
H 3.2153 -2.7971 4.2839
H 2.0085 -3.8055 3.4984
C -3.2369 1.5725 -0.8200
C -2.2836 2.5281 -0.1796
C -2.3892 3.8904 -0.1513
C -1.2537 4.3743 0.5376
C -0.5189 3.2810 0.9003
C 0.7758 3.2635 1.6408
N -1.1449 2.1205 0.4967
H -4.0870 2.1336 -1.2028
H -3.6230 0.8408 -0.0970
H -2.7785 1.0537 -1.6646
H -3.1797 4.4754 -0.5790
H -1.0015 5.3985 0.7328
H 1.2617 4.2305 1.5309
H 1.4415 2.4924 1.2405
H 0.6175 3.0867 2.7097
C 6.7709 0.9118 -2.9840
C 5.5636 0.5500 -3.7906
C 4.7572 -0.5226 -3.4286
C 3.6609 -0.8725 -4.1992
C 3.3617 -0.1291 -5.3238
C 4.1622 0.9271 -5.7154
C 5.2635 1.2610 -4.9503
S 1.9994 -0.5846 -6.3935
O 1.6283 -1.9501 -6.1272
O 2.3680 -0.2568 -7.7363
N 0.6662 0.3696 -5.9642
C 0.8213 1.2465 -4.8212
C -0.5113 1.7164 -4.2452
C -0.2782 2.3208 -2.8347
O -0.2013 3.5174 -2.6864
O -0.1925 1.4526 -1.8801
H 6.7435 0.4412 -2.0052
H 6.8380 1.9895 -2.8564
H 7.6711 0.5827 -3.5020
H 4.9983 -1.0999 -2.5474
H 3.0623 -1.7351 -3.9492
H 3.9246 1.4469 -6.6297
H 5.9062 2.0713 -5.2630
H -0.1066 -0.2700 -5.8360
H 1.4141 2.1033 -5.1526
H 1.3682 0.7213 -4.0261
H -1.1886 0.8656 -4.1482
H -0.9624 2.4736 -4.8837



A structure of composition C45H51AsN6O8SSr. Source: the Open Molecules 2025 dataset; level of theory: ωB97M-V with the def2-TZVPD basis set.

* maximum force: 1.85 eV/A
* multiplicity: 1
* total charge: -2
* HOMO level: -2.0 eV
* molar mass: 998.5 g/mol

Atoms and positions in Å:
Sr -0.0148 1.3130 0.6629
C 4.3132 2.1211 0.8859
O 4.7364 1.8727 -0.4422
C 3.9234 2.2958 -1.4681
C 4.5420 2.7655 -2.6048
C 3.8092 3.1379 -3.7356
C 2.4331 3.0434 -3.6876
C 1.7664 2.5736 -2.5512
C 0.3016 2.5553 -2.6198
N -0.4862 2.3060 -1.6433
N -1.8444 2.4457 -1.9856
C -2.6368 2.1202 -0.9957
O -2.3663 1.6807 0.1593
C -4.0894 2.3528 -1.2864
C -4.9509 2.6309 -0.2346
C -6.2993 2.8454 -0.4664
C -6.8053 2.7623 -1.7536
C -5.9507 2.4667 -2.8062
C -4.6015 2.2669 -2.5759
C 2.4973 2.1537 -1.3970
O 1.9403 1.6782 -0.3604
H 5.2309 2.1049 1.4787
H 3.6107 1.3633 1.2324
H 3.8419 3.1005 0.9628
H 5.6230 2.8267 -2.5936
H 4.3143 3.4996 -4.6223
H 1.8347 3.3331 -4.5427
H -0.1468 2.8183 -3.5904
H -4.5434 2.6609 0.7634
H -6.9573 3.0710 0.3635
H -7.8594 2.9192 -1.9365
H -6.3370 2.3892 -3.8156
H -3.9179 2.0509 -3.3805
C 4.1369 -2.4604 -0.1272
O 2.8921 -3.0544 -0.4039
C 2.6912 -3.6799 -1.5883
C 3.7215 -4.1749 -2.3714
C 3.4601 -4.8283 -3.5723
C 2.1535 -4.9867 -3.9831
C 1.1189 -4.4927 -3.2016
C 1.3509 -3.8369 -2.0027
N 0.2455 -3.3732 -1.2905
C 0.2966 -2.2368 -0.4090
N 0.4853 -2.6322 0.8718
C 1.1163 -1.9436 1.9559
C 0.9864 -0.5793 2.1589
C 1.6563 -0.0941 3.3031
C 2.3895 -0.8952 4.1574
C 2.4879 -2.2671 3.9219
C 1.8416 -2.7950 2.8164
O 1.8421 -4.1721 2.5133
C 2.7947 -4.9779 3.1418
N 0.0630 -1.0550 -0.8262
C -0.2351 -0.9185 -2.1878
C -1.5593 -0.7898 -2.5525
C -1.9137 -0.5682 -3.8762
C -0.9286 -0.4792 -4.8381
C 0.4172 -0.6033 -4.4908
C 0.7766 -0.8129 -3.1610
O 2.0616 -0.9645 -2.6916
C 3.1541 -0.7516 -3.5512
H 3.9447 -1.7162 0.6419
H 4.5446 -1.9758 -1.0183
H 4.8470 -3.2108 0.2464
H 4.7371 -4.0388 -2.0323
H 4.2777 -5.1998 -4.1710
H 1.9245 -5.4793 -4.9185
H 0.0978 -4.5902 -3.5389
H -0.5514 -3.2731 -1.9186
H 0.6468 -3.6362 0.8986
H 1.5701 0.9553 3.5503
H 2.8633 -0.4750 5.0365
H 3.0403 -2.9029 4.6011
H 2.7515 -5.9506 2.6536
H 2.5827 -5.1008 4.2113
H 3.8006 -4.5525 3.0310
H -2.2997 -0.8455 -1.7640
H -2.9544 -0.4514 -4.1362
H -1.1918 -0.3003 -5.8739
H 1.1727 -0.5306 -5.2541
H 4.0366 -0.7320 -2.9149
H 3.0771 0.2148 -4.0557
H 3.2357 -1.5681 -4.2808
N -0.9032 1.5215 6.1957
C -0.6949 2.0467 5.1797
O -2.8350 -1.9377 0.2545
S -2.5624 -1.0470 1.4426
C -2.3629 -2.1504 2.8495
C -3.7588 -2.4949 3.4027
C -4.8075 -1.8766 2.4700
C -4.1932 -0.5612 2.0106
H -1.7290 -1.6429 3.5711
H -1.8015 -2.9846 2.4451
H -3.8541 -2.0526 4.3973
H -3.8953 -3.5709 3.5110
H -5.7772 -1.7384 2.9531
H -4.9458 -2.5098 1.5909
H -4.0567 0.1302 2.8395
H -4.6809 -0.0457 1.1857
C -1.3537 5.2024 2.2238
As -0.8780 3.6516 3.3785
C -2.6897 2.9850 3.4757
C -0.0308 4.7348 4.7296
O 0.1685 2.8609 2.3250
H -2.0472 5.8614 2.7648
H -1.8261 4.8515 1.3106
H -0.4512 5.7531 1.9595
H -3.0875 3.1975 4.4730
H -2.6295 1.9071 3.3405
H -3.2687 3.4438 2.6825
H -0.6749 4.8042 5.6055
H 0.1778 5.7128 4.2995
H 0.8821 4.2063 5.0111



A structure of composition C45H51Cl3GeN2RuTe. Source: the Open Molecules 2025 dataset; level of theory: ωB97M-V with the def2-TZVPD basis set.

* maximum force: 3.15 eV/A
* multiplicity: 6
* total charge: +1
* HOMO level (alpha / beta): -10.7 / -11.0 eV
* molar mass: 1027.6 g/mol

Atoms and positions in Å:
Ru -1.5340 0.4888 -0.6461
C -0.1201 2.0708 4.7520
C -1.0629 1.7856 3.5702
C -1.9248 3.0479 3.2446
C -1.8600 0.5043 3.6498
C -2.7839 0.2678 4.6689
C -3.4421 -0.9544 4.7522
C -3.1581 -1.9605 3.8384
C -2.2994 -1.7699 2.8013
C -2.0858 -2.9250 1.7830
C -0.5933 -3.2456 1.4753
C -2.9492 -2.7623 0.5425
C -1.6772 -0.5077 2.6777
N -0.8177 -0.1736 1.5272
C 0.4465 0.0143 1.7048
C 1.2541 0.7922 0.6962
N 0.6672 1.2316 -0.3734
C 1.3887 2.1727 -1.1872
C 2.1469 1.7521 -2.3247
C 2.7778 2.7611 -2.9999
C 2.7807 4.0903 -2.5850
C 1.9497 4.4808 -1.5355
C 1.2285 3.5314 -0.8155
C 0.5170 3.9633 0.4762
C -0.1135 5.3589 0.3148
C 1.5409 4.0600 1.6302
C 2.1813 0.3588 -2.8475
C 3.1934 -0.5372 -2.0956
C 0.8204 -0.3583 -2.9225
C 2.6178 0.8359 1.2001
C 3.7691 1.4251 0.7792
C 4.9088 1.2244 1.5468
C 4.9524 0.5980 2.7868
C 3.7824 0.0471 3.2797
C 3.5887 -0.5835 4.5064
C 2.3594 -1.0473 4.8636
C 1.2257 -0.9214 4.0416
C 1.3846 -0.3344 2.8024
C 2.6402 0.1667 2.4586
H 0.7812 2.5887 4.4855
H 0.2222 1.1584 5.2377
H -0.5614 2.6075 5.6244
H -0.3909 1.7004 2.7308
H -2.6114 3.2156 4.0922
H -2.5221 2.8939 2.3418
H -1.2648 3.9293 3.1572
H -2.8959 1.0272 5.4871
H -4.1699 -1.0816 5.5160
H -3.6419 -2.9052 4.0017
H -2.4134 -3.8773 2.2375
H -0.1371 -2.4671 0.8654
H -0.6275 -4.1878 0.9367
H -0.0319 -3.3662 2.4108
H -2.8805 -1.7847 0.1128
H -3.9427 -2.9446 0.8546
H -2.7929 -3.5478 -0.1807
H 3.4469 2.5631 -3.8202
H 3.3881 4.7847 -3.1689
H 1.8948 5.5448 -1.2292
H -0.2030 3.1854 0.7558
H 0.6287 6.1423 0.2889
H -0.7314 5.5826 1.1754
H -0.6830 5.4186 -0.6213
H 2.3348 4.7922 1.4417
H 2.0265 3.1552 1.9717
H 1.0958 4.3937 2.5735
H 2.5714 0.3979 -3.8793
H 2.9190 -0.7214 -1.0533
H 4.1120 -0.1087 -2.0372
H 3.2146 -1.4554 -2.6138
H 0.5049 -0.8091 -1.9959
H 0.8188 -1.2190 -3.6618
H 0.0355 0.3183 -3.2286
H 3.8503 1.9183 -0.1718
H 5.7652 1.6686 1.1549
H 5.9169 0.4534 3.2308
H 4.4150 -0.7587 5.1144
H 2.2571 -1.5360 5.8358
H 0.3565 -1.3418 4.4827
Cl -1.9478 2.7590 -1.8138
Ge -4.1396 2.9959 -0.9817
Cl -3.7586 1.0042 0.3522
Cl -5.2048 1.8710 -2.6353
C -0.9306 -5.8076 -6.4232
C -1.2288 -4.5745 -5.5500
C -2.0502 -3.4923 -5.9898
C -2.3287 -2.4004 -5.1833
C -2.9636 -1.1369 -5.6373
C -1.8813 -2.4871 -3.8462
Te -2.9235 -1.0555 -2.5849
C -1.0775 -3.4906 -3.3433
C -0.6334 -3.6018 -1.9212
C -0.7494 -4.5373 -4.2657
H -0.0516 -5.6200 -7.0835
H -1.8425 -5.9736 -6.9519
H -0.6898 -6.6800 -5.7909
H -2.3501 -3.4795 -7.0262
H -3.4424 -1.1235 -6.6253
H -2.3164 -0.2151 -5.5454
H -3.8768 -0.8899 -5.0700
H -1.1096 -2.9757 -1.1472
H 0.4452 -3.3025 -1.8358
H -0.6285 -4.6837 -1.6537
H -0.0739 -5.3793 -3.9399



no.,electronic energy (a.u.)
1,-2501.228237
2,-8764.285587
3,-5340.544688
4,-5675.098678